# 1
A cluster of 6 separate species, C24H51Cl2N5O5P in total, computed with wB97M-V/def2-TZVPD.

Geometry as XYZ:
```
88
Properties=species:S:1:pos:R:3:forces:R:3
C 1.58068 2.05833 1.75357 -0.06 0.05 0.50
C 1.66409 0.58412 2.08642 0.16 0.20 -0.10
C 1.28080 -0.38165 0.98292 0.26 0.03 0.27
Cl 2.47977 -0.14899 -0.31964 -0.47 -0.04 -0.44
N -0.14297 -0.30917 0.62322 -0.19 0.38 -0.58
C -1.03751 -1.03917 1.53172 1.02 0.10 -0.20
P -0.52765 -1.45698 3.26823 0.04 0.59 1.10
N -0.72122 -0.38164 4.38901 -0.18 -0.46 -0.38
C -2.34367 -0.28029 1.64733 -0.10 0.09 0.95
N -2.22178 0.97575 2.35477 -0.43 0.20 -0.51
N -2.87463 0.01711 0.27599 -0.13 0.11 -0.51
C -2.12502 -0.72540 -0.76980 0.32 -0.84 0.31
C -0.59746 -0.45939 -0.73705 -0.55 0.21 0.06
Cl -0.01994 -2.00593 -1.54411 0.27 -0.13 -0.10
C -0.31978 0.71157 -1.68240 0.18 -0.08 -0.08
C -0.46543 2.07599 -1.07372 0.33 0.07 0.02
N 0.23077 3.06768 -1.39556 -0.20 0.51 0.01
H 2.12846 2.33297 0.86504 -0.02 0.01 -0.34
H 0.55014 2.38324 1.70146 -0.24 0.08 -0.30
H 2.01974 2.60658 2.58044 0.12 0.15 0.16
H 1.06427 0.41115 2.97207 -0.16 -0.06 0.11
H 2.68769 0.32370 2.33638 0.23 -0.07 0.17
H 1.51080 -1.38396 1.33037 -0.08 -0.33 -0.14
H -1.19910 -2.03316 1.11136 -0.29 -0.27 0.17
H 0.77047 -1.97304 3.19217 -0.08 -0.41 -0.34
H -1.37953 -2.55408 3.46201 0.03 -0.21 -0.38
H 0.13967 -0.18926 4.87735 0.00 0.27 0.24
H -3.04757 -0.97249 2.10680 -0.38 -0.10 -0.08
H -2.37032 0.83657 3.34651 0.57 -0.10 0.27
H -2.95147 1.61915 2.07141 -0.11 0.09 -0.06
H -3.84744 -0.27770 0.26085 -0.16 -0.03 -0.17
H -2.86617 1.01369 0.05389 0.24 0.15 0.32
H -2.51212 -0.52352 -1.75487 -0.20 0.33 -0.15
H -2.31938 -1.76774 -0.56611 -0.10 -0.20 0.11
H 0.64884 0.64757 -2.15102 0.35 -0.06 0.04
H -1.02957 0.64061 -2.50190 -0.10 -0.11 -0.24
H -1.21986 2.25426 -0.30452 -0.09 -0.16 0.22
H 0.87577 2.86564 -2.16282 0.13 -0.19 0.19
C 1.08047 8.29594 -3.22762 -0.01 0.01 -0.19
C 0.73861 6.92900 -3.77179 0.03 0.03 0.13
O 0.60603 6.73444 -4.95655 0.00 -0.03 -0.12
C 0.57150 5.81351 -2.76779 0.00 0.08 -0.30
H 1.17278 9.00235 -4.04826 0.00 0.01 -0.02
H 0.29724 8.63516 -2.54810 0.05 -0.03 0.09
H 2.02347 8.25585 -2.68033 -0.05 0.00 0.10
H -0.23139 6.04731 -2.06876 0.08 0.01 0.11
H 1.49436 5.66902 -2.20491 -0.05 0.04 0.12
H 0.32787 4.89673 -3.29442 -0.01 -0.04 -0.03
C -2.17069 -5.73583 0.48863 0.13 0.16 0.15
C -3.10445 -4.57394 0.32523 -0.03 -0.21 -0.03
O -2.83386 -3.47272 0.77604 -0.07 0.18 0.04
C -4.38578 -4.83171 -0.40729 -0.08 0.22 0.06
H -1.28330 -5.42628 1.03617 0.01 0.00 -0.01
H -2.67804 -6.53238 1.03540 -0.05 -0.05 -0.10
H -1.87470 -6.11473 -0.49044 -0.07 -0.09 0.00
H -4.94724 -5.60304 0.12304 0.04 -0.09 -0.06
H -4.17740 -5.17486 -1.42163 -0.01 -0.13 0.03
H -4.98097 -3.92209 -0.45131 -0.01 0.01 0.00
C -4.26552 -5.39460 4.30503 0.01 0.03 -0.21
C -4.73844 -6.69828 3.70583 -0.02 -0.03 0.17
O -4.89327 -6.82627 2.51276 0.09 0.10 -0.20
C -5.00787 -7.82900 4.66360 -0.04 -0.06 -0.19
H -4.10810 -4.66425 3.51330 0.00 0.00 -0.01
H -5.01063 -5.01218 5.00355 0.05 -0.03 0.09
H -3.32995 -5.54937 4.84467 -0.05 -0.01 0.11
H -5.78114 -7.53939 5.37633 0.07 0.02 0.09
H -4.10008 -8.07557 5.21606 -0.03 0.06 0.10
H -5.33974 -8.70357 4.11112 -0.01 -0.01 -0.01
C 3.72876 1.81566 -4.87123 0.01 -0.01 0.13
C 2.25005 2.06097 -4.91764 -0.19 0.09 0.00
O 1.57939 2.15904 -3.90649 0.14 -0.10 -0.07
C 1.61746 2.18687 -6.27557 -0.15 0.01 0.10
H 4.06973 1.74638 -3.84644 0.03 -0.01 0.19
H 3.96771 0.88650 -5.39079 0.03 0.06 -0.11
H 4.25891 2.63275 -5.36119 0.00 -0.04 -0.13
H 1.77828 1.27112 -6.84624 0.09 0.04 -0.07
H 2.06742 3.01964 -6.81693 0.06 -0.05 -0.07
H 0.55033 2.36557 -6.17201 0.00 0.01 0.01
C 7.56131 1.73250 1.21155 0.09 0.03 -0.13
C 6.51714 1.97844 0.15113 -0.03 0.00 0.03
O 6.81646 2.18719 -0.99920 -0.02 0.00 -0.09
C 5.07110 1.94949 0.59420 0.12 0.14 -0.11
H 8.55082 1.77905 0.76527 0.01 0.00 -0.01
H 7.48463 2.48811 1.99477 -0.05 -0.06 0.07
H 7.41554 0.74851 1.66001 -0.05 0.04 0.09
H 4.89890 2.71552 1.35264 0.01 -0.07 0.09
H 4.83066 0.97391 1.01509 0.00 0.00 0.12
H 4.42333 2.14141 -0.25618 0.00 0.00 -0.05
```
Forces are in eV/Å.

Calculated values
M ... 591.582 g mol⁻¹
Net charge ... +1
Frontier orbital gap ... 7.965 eV
Lowest unoccupied orbital energy ... -2.84 eV

# 2
A cluster of 7 separate species, C24H52B2FNO21S in total, computed with wB97M-V/def2-TZVPD.

Geometry as XYZ:
```
102
Properties=species:S:1:pos:R:3:forces:R:3
N -1.29254 3.15323 0.27726 0.44 -1.82 -0.43
B -1.86812 1.74596 0.39324 -1.06 1.25 1.72
O -2.93047 1.43746 1.37260 0.42 0.81 -3.07
B -1.32315 0.44293 -0.52083 0.02 0.52 1.18
S 0.21991 -0.42633 0.21069 4.55 -3.20 -1.60
O 1.45596 0.41689 -0.18469 -4.71 -2.45 1.84
O 0.30425 -1.92692 -0.15890 -0.63 5.54 1.95
F 0.00764 -0.32202 1.93486 0.25 0.16 -3.28
H -1.56657 3.60368 -0.63284 0.62 -0.47 1.25
H -0.23358 3.08458 0.35758 -1.68 0.36 -0.59
H -3.79729 1.37467 0.87211 1.28 -0.13 1.05
H -1.85363 0.06740 -1.50060 0.46 -0.39 -0.25
C 2.42816 -1.97696 8.35082 -0.11 0.30 -0.17
C 2.60936 -3.32666 7.68158 0.42 0.16 0.45
O 1.55089 -3.57824 6.74837 0.02 0.24 -1.06
C 1.67310 -2.96541 5.54372 0.13 0.29 -0.02
O 2.59619 -2.24708 5.19393 -1.25 -0.93 0.51
O 0.58118 -3.27478 4.80073 0.98 -0.01 0.88
C 0.54474 -2.62859 3.53173 -0.12 0.33 -0.49
H 1.43064 -1.89698 8.79505 0.15 -0.15 0.07
H 3.17829 -1.82754 9.13209 -0.08 -0.06 -0.07
H 2.51865 -1.16130 7.62661 0.11 -0.15 0.05
H 2.55854 -4.11762 8.43773 -0.24 0.02 -0.33
H 3.58791 -3.40980 7.19430 -0.27 0.11 -0.09
H 1.46959 -2.79771 2.97189 -0.10 0.15 0.18
H 0.36313 -1.55707 3.66416 0.23 -0.34 0.04
H -0.28512 -3.05201 2.95910 0.11 -0.06 0.34
C 3.24458 0.40830 -3.44974 0.20 -0.11 -0.25
C 1.73109 0.32774 -3.37726 0.40 -0.08 0.70
O 1.14674 0.56046 -4.66524 -0.40 -0.77 -0.97
C 1.16149 -0.49699 -5.51570 0.70 -0.52 0.35
O 1.60761 -1.60723 -5.27324 -0.78 1.61 -0.40
O 0.61046 -0.10097 -6.69025 1.63 -0.80 1.00
C 0.63456 -1.10048 -7.70497 0.06 -0.46 -0.48
H 3.55969 1.35324 -3.90425 -0.11 -0.03 0.18
H 3.68547 0.32905 -2.45238 -0.13 0.03 -0.09
H 3.65384 -0.39417 -4.07146 -0.13 0.02 0.16
H 1.35609 1.11428 -2.71340 -0.08 -0.05 -0.39
H 1.39514 -0.63011 -2.96304 0.08 0.09 -0.28
H 0.19221 -2.03707 -7.35213 0.21 0.17 0.02
H 1.66275 -1.26208 -8.04464 -0.19 -0.11 0.13
H 0.04336 -0.73929 -8.55106 0.05 0.18 0.28
C -1.32338 -0.56983 7.11695 -0.30 -0.02 -0.20
C -1.25688 -0.30766 8.61001 0.47 -0.40 -0.31
O -2.29979 0.58768 9.01651 -1.06 -0.28 0.42
C -3.52648 0.02795 9.17023 0.09 -0.46 -0.27
O -3.80353 -1.15003 9.00886 0.34 1.65 0.29
O -4.39691 1.00886 9.51693 0.83 -0.65 -0.18
C -5.74630 0.56778 9.63472 -0.57 -0.11 0.07
H -1.32751 0.37236 6.55922 0.15 -0.07 0.13
H -0.47146 -1.17243 6.79059 -0.06 0.05 0.06
H -2.24257 -1.10032 6.84928 0.17 -0.03 0.13
H -0.30756 0.18266 8.85155 -0.35 0.16 0.09
H -1.29412 -1.23881 9.18750 -0.22 0.18 -0.11
H -5.82691 -0.29297 10.30551 0.08 0.07 -0.25
H -6.14709 0.32585 8.64502 0.08 -0.13 0.21
H -6.33552 1.38714 10.05581 0.37 0.00 -0.10
C -6.72025 0.84991 -5.20385 0.15 0.33 0.00
C -5.97688 -0.46285 -5.36644 -0.54 0.01 0.37
O -4.88939 -0.32105 -6.28936 1.06 0.25 0.31
C -3.76594 0.25215 -5.78838 -0.07 0.18 0.11
O -3.60541 0.63362 -4.63983 -0.17 -0.53 -1.39
O -2.85700 0.34490 -6.79101 -1.15 -0.27 0.84
C -1.65078 1.00412 -6.41721 0.15 0.64 -0.08
H -7.02744 1.24304 -6.17846 -0.06 -0.18 0.11
H -7.60702 0.71862 -4.57790 0.08 -0.03 -0.09
H -6.08290 1.61056 -4.74214 -0.06 -0.18 0.03
H -6.65321 -1.21433 -5.78814 0.36 0.11 -0.16
H -5.62431 -0.85139 -4.40381 0.12 0.19 -0.21
H -1.21231 0.55449 -5.52114 -0.38 0.30 -0.22
H -1.84196 2.07074 -6.26088 -0.05 -0.12 0.20
H -0.93711 0.89729 -7.23887 -0.93 0.18 0.24
C 4.10821 -4.55548 3.28593 0.04 -0.07 0.39
C 5.32700 -4.29017 2.42192 -0.63 -0.22 -0.33
O 6.43590 -3.86307 3.22345 0.90 -0.71 0.50
C 7.10848 -4.85010 3.86773 -0.44 -0.32 -0.11
O 6.86086 -6.04413 3.80938 0.44 1.61 0.09
O 8.09384 -4.27781 4.60366 -0.72 -0.29 -0.68
C 8.83290 -5.20216 5.39652 0.34 -0.30 0.33
H 3.88141 -3.68582 3.91127 0.04 -0.05 -0.28
H 3.23665 -4.78543 2.66713 0.09 0.03 0.00
H 4.28011 -5.39710 3.96424 0.01 0.00 -0.21
H 5.10826 -3.47409 1.72470 0.30 0.01 0.27
H 5.59506 -5.16552 1.81872 0.09 0.10 0.28
H 9.21587 -6.02923 4.79099 -0.23 0.09 0.11
H 8.20663 -5.57758 6.21231 0.09 -0.09 -0.22
H 9.68496 -4.67154 5.83045 -0.28 0.14 -0.21
C -2.97320 4.64518 -8.30177 -0.21 0.27 0.13
C -1.46425 4.70454 -8.44988 -0.29 -0.57 0.17
O -1.04575 6.00663 -8.87877 0.33 0.86 0.67
C -0.98691 6.95311 -7.90800 -0.26 -0.18 0.34
O -1.24081 6.78570 -6.72565 0.40 0.25 -1.60
O -0.61426 8.12389 -8.48284 -0.20 -1.07 0.31
C -0.58875 9.22681 -7.58163 0.04 0.52 0.32
H -3.46492 4.97717 -9.22198 0.13 -0.18 0.04
H -3.30058 3.62789 -8.07082 0.06 0.06 -0.06
H -3.31824 5.30753 -7.50163 0.13 -0.15 -0.03
H -1.14660 3.99918 -9.22546 0.09 0.39 -0.01
H -0.95397 4.41549 -7.52360 -0.10 0.27 -0.11
H 0.01734 9.00521 -6.69793 -0.24 -0.06 -0.12
H -1.60996 9.49585 -7.29280 0.20 -0.11 0.10
H -0.14013 10.07854 -8.10042 -0.09 -0.35 -0.14
```
Forces are in eV/Å.

Calculated values
M ... 763.355 g mol⁻¹
Frontier orbital gap ... 8.265 eV
SMILES string ... NB(O)BS(=O)(=O)F.CCOC(=O)OC.CCOC(=O)OC.CCOC(=O)OC.CCOC(=O)OC.CCOC(=O)OC.CCOC(=O)OC
Lowest unoccupied orbital energy ... -2.05 eV

> Number 2 is which compound?

C24H52B2FNO21S